[1]
DFT (ωB97M-V/def2-TZVPD) results for C25H43F3O3P2SV as an isolated structure.

Summary:
- HOMO-LUMO gap (spin up / spin down): 3.87 / 4.69 eV
- E_tot: -96005.3465 eV
- HOMO (spin up / spin down): -10.54 / -10.54 eV

```
! wB97M-V def2-TZVPD RIJCOSX def2/J DEFGRID3
* xyz 1 3
V -0.0788 2.0424 1.1170
C 0.5190 1.1008 2.9201
C 1.6415 1.7217 2.3342
C 0.0326 3.3394 2.7179
C -0.4915 2.0727 3.1292
C 1.3553 3.1072 2.2029
C 0.4894 -0.2660 3.4634
H 1.2290 -0.9222 2.9825
H -0.5099 -0.7073 3.3834
H 0.7298 -0.2268 4.5371
C -1.8843 1.7350 3.4861
H -2.1052 0.7026 3.1748
H -2.5957 2.4093 2.9993
H -2.0658 1.7649 4.5668
C -0.7488 4.5503 2.4557
H -0.4854 5.4115 3.0845
H -1.8154 4.3365 2.5748
H -0.5909 4.8530 1.4127
C 2.2736 4.1161 1.6275
H 2.3113 5.0484 2.2162
H 1.9663 4.3651 0.6019
H 3.2933 3.7134 1.5616
C 2.9902 1.1016 2.1726
H 3.7612 1.7429 2.6364
H 3.2976 0.9263 1.1258
H 3.0353 0.1427 2.7169
C -0.9537 -2.8594 0.4961
C 0.1192 -3.4343 1.0889
C 1.5601 -3.1212 0.9154
C 1.9585 -2.7895 -0.5483
C 2.1057 -1.3633 -0.9342
C 1.0790 -0.4963 -0.9864
C -0.1478 -0.5433 -0.1241
C -0.9772 -1.7939 -0.5363
H 2.1434 -4.0152 1.1951
H 1.2529 -3.3062 -1.2224
H 1.9047 -2.3421 1.6223
H -0.5502 -2.1973 -1.5063
H -1.9569 -3.2303 0.7637
H -0.1127 -4.1888 1.8382
H -2.0354 -1.5339 -0.7357
H 0.0872 -0.6515 0.9379
H 1.0855 0.3515 -1.7073
H -0.7959 0.3514 -0.2153
H 2.9286 -3.2481 -0.7857
H 3.0778 -0.9994 -1.3174
P -0.5141 -1.1567 -3.4139
P -0.2877 2.0183 -3.4494
C -0.2871 -0.3323 -5.0797
C -0.8540 1.0812 -5.0163
H -0.8233 -0.9447 -5.8244
H 0.7935 -0.3581 -5.3044
H -0.5450 1.6589 -5.9009
H -1.9564 1.0473 -4.9659
C -1.0710 3.5827 -4.0126
H -0.6394 4.4033 -3.4319
H -2.1427 3.5284 -3.7915
H -0.9268 3.7662 -5.0866
C 1.4119 2.3537 -4.1108
H 1.3974 2.6173 -5.1782
H 2.0565 1.4795 -3.9609
H 1.8285 3.1871 -3.5341
C -2.2319 -1.7752 -3.6962
H -2.4923 -2.4951 -2.9117
H -2.2859 -2.2601 -4.6798
H -2.9327 -0.9348 -3.6535
C 0.3577 -2.7183 -3.8831
H 1.4171 -2.5185 -4.0912
H -0.1160 -3.1528 -4.7740
H 0.2944 -3.4343 -3.0574
F -1.6608 -2.0046 6.0550
C -1.6939 -3.2216 5.4478
F -0.4096 -3.6233 5.2749
F -2.2914 -4.0891 6.3020
S -2.5615 -3.1465 3.7976
O -2.1630 -4.3713 3.1481
O -3.9650 -3.0307 4.1770
O -2.0319 -1.9267 3.1661
*
```

Mulliken population analysis, charges in e, atoms 1 to 2:
1 V 0.62
2 C 1.26

---

[2]
DFT (ωB97M-V/def2-TZVPD) results for AgBr as an isolated structure.

Summary:
- HOMO-LUMO gap (spin up / spin down): 10.46 / 7.31 eV
- E_tot: -74032.1877 eV
- Energy above the lowest of the compared OMol25 structures with the same formula, charge and spin: 0.4 kJ/mol
- HOMO (spin up / spin down): -17.08 / -16.67 eV

```
! wB97M-V def2-TZVPD RIJCOSX def2/J DEFGRID3
* xyz 1 2
Ag 0.7862 -1.0396 0.1925
Br -0.7862 1.0396 -0.1925
*
```

Okay, here come the Mulliken numbers, in e, for every atom:
1 Ag 0.73
2 Br 0.27

---

[3]
DFT (ωB97M-V/def2-TZVPD) results for C4H4O as an isolated structure.

Summary:
- HOMO-LUMO gap: 8.38 eV
- E_tot: -6253.6240 eV
- Energy above the lowest of the compared OMol25 structures with the same formula, charge and spin: 555.3 kJ/mol
- HOMO: -9.82 eV

```
! wB97M-V def2-TZVPD RIJCOSX def2/J DEFGRID3
* xyz 0 1
C -1.1064 -0.4012 -0.0799
C 0.0715 0.4128 0.3220
C 1.4787 -0.0130 0.1435
C 1.3167 0.1554 -1.1998
O 2.6197 0.3666 0.5007
H -0.1075 1.3568 0.8307
H -1.9675 0.2275 -0.3092
H -1.3978 -1.0683 0.7389
H -0.9074 -1.0366 -0.9470
*
```

Mulliken population analysis, charges in e, atoms 1 to 2:
1 C -0.96
2 C -0.20

---

[4]
DFT (ωB97M-V/def2-TZVPD) results for one molecule with the formula CH3N5O.

Summary:
- HOMO-LUMO gap: 9.76 eV
- E_tot: -10580.0340 eV
- SMILES string: Nn1[nH]nnc1=O
- Energy above the lowest of the compared OMol25 structures with the same formula, charge and spin: 159.2 kJ/mol
- HOMO: -9.54 eV

```
! wB97M-V def2-TZVPD RIJCOSX def2/J DEFGRID3
* xyz 0 1
N -1.2971 -1.3019 0.2328
N -0.2527 -0.6075 -0.2012
N 1.0149 -0.9898 -0.0703
N 1.7756 0.1051 0.0773
N 1.0067 1.1512 0.1871
C -0.3558 0.8064 -0.1041
O -1.4183 1.3876 -0.1045
H -1.8875 -0.9737 0.8886
H -1.9106 -1.6505 -0.5229
H 1.5475 -1.8142 -0.4852
*
```

Mulliken population analysis, charges in e, atoms 1 to 2:
1 N -0.66
2 N 0.51

---

[5]
DFT (ωB97M-V/def2-TZVPD) results for C20H38GeNO4Ti as an isolated structure.

Summary:
- HOMO-LUMO gap (spin up / spin down): 8.02 / 8.42 eV
- E_tot: -110657.6878 eV
- HOMO (spin up / spin down): -15.20 / -15.44 eV

```
! wB97M-V def2-TZVPD RIJCOSX def2/J DEFGRID3
* xyz 2 2
Ti -0.1153 0.0197 0.2456
C -1.2268 -3.2133 2.4419
C -0.8726 -1.8192 2.9682
C -2.1523 -1.0072 3.1962
C -0.1018 -1.9613 4.2761
O -0.0562 -1.1326 2.0036
Ge 1.7324 -0.3250 2.3721
O 0.7363 1.2572 1.7785
C 0.8681 2.6138 2.2473
C -0.4167 3.0219 2.9670
C 2.0470 2.7055 3.2109
C 1.1171 3.5077 1.0275
O 1.7765 -0.5190 0.3797
C 2.4991 -1.5124 -0.3880
C 3.0280 -2.5972 0.5471
C 1.5118 -2.1154 -1.3903
C 3.6539 -0.8198 -1.1080
H -1.8051 -3.7527 3.1905
H -1.8243 -3.1399 1.5351
H -0.3167 -3.7769 2.2289
H -2.7769 -1.4841 3.9505
H -1.8984 -0.0005 3.5361
H -2.7296 -0.9418 2.2705
H -0.7027 -2.4798 5.0197
H 0.8154 -2.5336 4.1161
H 0.1611 -0.9769 4.6762
H -0.5370 2.4377 3.8805
H -0.3764 4.0771 3.2345
H -1.2921 2.8608 2.3358
H 1.8832 2.0551 4.0737
H 2.9720 2.4064 2.7106
H 2.1654 3.7243 3.5736
H 0.2237 3.5616 0.3980
H 1.3682 4.5200 1.3404
H 1.9545 3.1052 0.4520
H 2.2019 -3.0482 1.1051
H 3.5346 -3.3768 -0.0180
H 3.7451 -2.1742 1.2536
H 0.6474 -2.5035 -0.8341
H 1.1885 -1.3623 -2.1116
H 1.9638 -2.9394 -1.9382
H 4.3486 -0.3972 -0.3816
H 4.1911 -1.5351 -1.7290
H 3.2771 -0.0168 -1.7438
O 0.2977 1.0775 -1.5810
C -0.8704 1.4171 -2.3809
C -1.8117 2.3002 -1.5735
C -2.1078 1.7123 -0.1772
C -2.7064 0.3322 -0.2888
C -4.0641 0.1108 -0.3747
C -4.5282 -1.1722 -0.6317
C -3.6044 -2.1909 -0.8360
C -2.2635 -1.9175 -0.7112
N -1.8056 -0.6834 -0.4061
H 0.8735 1.8536 -1.5500
H -1.3367 0.4729 -2.6478
H -0.5609 1.9110 -3.2997
H -2.7464 2.4182 -2.1236
H -1.3753 3.2940 -1.4569
H -2.7776 2.3775 0.3616
H -1.1629 1.6505 0.4015
H -4.7471 0.9423 -0.2594
H -5.5904 -1.3715 -0.6820
H -3.9210 -3.1959 -1.0771
H -1.5233 -2.6932 -0.8469
*
```

Mulliken population analysis, charges in e, atoms 1 to 2:
1 Ti -0.72
2 C -1.34

---

[6]
DFT (ωB97M-V/def2-TZVPD) results for C49H43AsN3O2PPt as an isolated structure.

Summary:
- HOMO-LUMO gap: 5.58 eV
- E_tot: -133438.7699 eV
- Energy above the lowest of the compared OMol25 structures with the same formula, charge and spin: 42.5 kJ/mol
- HOMO: -12.17 eV

```
! wB97M-V def2-TZVPD RIJCOSX def2/J DEFGRID3
* xyz 2 1
Pt 1.0990 -1.4935 -1.4643
C -0.3732 -5.3363 0.2575
O -0.1747 -5.3916 -1.1859
C 0.2593 -4.2030 -1.5210
N 0.5265 -3.3410 -0.5935
C 0.4990 -4.1630 0.6858
C 0.1244 -3.5003 1.9815
C -0.9694 -3.9069 2.7359
C -1.2285 -3.3311 3.9736
C -0.3799 -2.3612 4.4774
C 0.7420 -1.9828 3.7485
C 0.9962 -2.5515 2.5135
C 0.5145 -3.9274 -2.9463
C 0.2434 -4.7234 -4.0444
C 0.5826 -4.2267 -5.3000
C 1.1434 -2.9606 -5.4393
C 1.3723 -2.2326 -4.2856
N 1.0969 -2.7434 -3.0893
C 1.8874 -0.8613 -4.1211
N 1.9021 -0.3139 -2.9521
C 2.5851 0.9918 -3.0727
C 2.8297 1.0892 -4.6023
O 2.3468 -0.1885 -5.1362
C 3.8691 1.0815 -2.2810
C 4.5665 2.2867 -2.3230
C 5.7626 2.4249 -1.6414
C 6.2652 1.3622 -0.8993
C 5.5728 0.1636 -0.8555
C 4.3799 0.0184 -1.5539
H -0.0509 -6.2865 0.6706
H -1.4371 -5.1820 0.4258
H 1.5222 -4.5322 0.8111
H -1.6485 -4.6710 2.3841
H -2.0900 -3.6511 4.5431
H -0.5772 -1.9127 5.4413
H 1.4215 -1.2509 4.1671
H 1.8900 -2.2831 1.9624
H -0.2210 -5.6915 -3.9201
H 0.3908 -4.8243 -6.1806
H 1.3848 -2.5481 -6.4087
H 1.8833 1.7652 -2.7515
H 3.8852 1.1550 -4.8493
H 2.2699 1.8796 -5.0950
H 4.1718 3.1246 -2.8890
H 6.3031 3.3608 -1.6869
H 7.1983 1.4695 -0.3634
H 5.9647 -0.6678 -0.2853
H 3.8544 -0.9302 -1.5192
C -0.8481 -0.2334 1.0410
C -1.2811 0.8223 2.0457
As -2.9507 0.2134 2.9350
C -3.5542 1.9639 3.5312
C -4.9128 2.2698 3.5138
C -5.3610 3.4897 3.9977
C -4.4579 4.4116 4.5085
C -3.1048 4.1095 4.5380
C -2.6544 2.8887 4.0537
C -3.9465 0.0926 1.2591
C -4.0794 1.1805 0.3967
C -4.7080 1.0285 -0.8297
C -5.2148 -0.2108 -1.2050
C -5.0932 -1.2952 -0.3506
C -4.4587 -1.1428 0.8779
P 0.5390 0.2424 -0.0372
C 1.8304 1.0392 0.9313
C 2.5724 2.1060 0.4271
C 3.5934 2.6614 1.1809
C 3.8876 2.1547 2.4390
C 3.1516 1.0946 2.9482
C 2.1269 0.5415 2.1979
C -0.2247 1.5278 -1.0640
C -0.9369 1.1429 -2.2028
C -1.6603 2.0750 -2.9300
C -1.6883 3.4010 -2.5200
C -1.0111 3.7856 -1.3715
C -0.2880 2.8547 -0.6406
H -1.6518 -0.4108 0.3160
H -0.6362 -1.1898 1.5148
H -1.4975 1.7727 1.5550
H -0.5145 0.9935 2.8019
H -5.6270 1.5589 3.1144
H -6.4181 3.7195 3.9784
H -4.8093 5.3613 4.8883
H -2.3984 4.8216 4.9437
H -1.5944 2.6649 4.0944
H -3.7086 2.1562 0.6919
H -4.8204 1.8820 -1.4863
H -5.7226 -0.3230 -2.1539
H -5.5084 -2.2552 -0.6298
H -4.3727 -1.9900 1.5499
H 2.3528 2.5191 -0.5486
H 4.1581 3.4936 0.7836
H 4.6830 2.5933 3.0261
H 3.3689 0.7050 3.9336
H 1.5387 -0.2683 2.6056
H -0.9466 0.1037 -2.5105
H -2.2137 1.7646 -3.8064
H -2.2510 4.1311 -3.0857
H -1.0517 4.8128 -1.0349
H 0.2184 3.1673 0.2652
*
```

Mulliken population analysis, charges in e, atoms 1 to 2:
1 Pt 1.86
2 C -0.70

---

[7]
DFT (ωB97M-V/def2-TZVPD) results for C4H14N3PdS as an isolated structure.

Summary:
- HOMO-LUMO gap (spin up / spin down): 3.50 / 6.50 eV
- E_tot: -23156.3618 eV
- Energy above the lowest of the compared OMol25 structures with the same formula, charge and spin: 0.0 kJ/mol
- HOMO (spin up / spin down): -0.02 / -3.20 eV

```
! wB97M-V def2-TZVPD RIJCOSX def2/J DEFGRID3
* xyz -1 3
C 0.6907 0.6551 -3.6287
Pd -0.5652 -0.3379 -2.3498
N -0.3823 -1.7520 -0.6065
H 0.5527 -1.1636 -3.1561
H 0.3831 -1.5480 0.0711
H -1.4971 -1.6491 -2.5092
H 1.0082 0.0805 -4.5152
H 1.6853 1.0359 -3.2704
H -0.0699 1.4381 -3.8379
H -1.2717 -1.6924 -0.0761
H -0.2846 -2.7399 -0.8792
S -1.0225 1.4142 -0.6932
C -0.4891 0.8706 0.8264
N 0.8036 0.5543 1.1545
C 0.9897 0.4494 2.6029
C -0.4341 0.4199 3.1377
N -1.2341 0.6784 1.9428
H 1.5527 0.8934 0.5513
H 1.5500 1.3156 2.9643
H 1.5471 -0.4593 2.8403
H -0.6101 1.1954 3.8874
H -0.6734 -0.5561 3.5708
H -2.2289 0.8975 1.9728
*
```

Mulliken population analysis, charges in e, atoms 1 to 2:
1 C -1.08
2 Pd -0.46

---

[8]
DFT (ωB97M-V/def2-TZVPD) results for a 3-piece molecular cluster, C24H32FN3O5 overall.

Summary:
- HOMO-LUMO gap: 8.85 eV
- E_tot: -42832.0637 eV
- SMILES string: O=C(F)Cc1cc2c(cc1-c1ccccc1)C(=O)NC2=O.COC[C@@H](C)N.COC[C@@H](C)N
- HOMO: -9.34 eV

```
! wB97M-V def2-TZVPD RIJCOSX def2/J DEFGRID3
* xyz 0 1
O -7.5340 5.2034 -2.7649
C -6.4786 4.9420 -3.2763
F -6.2070 5.4517 -4.5047
C -5.4392 4.0290 -2.6402
C -5.4140 2.6892 -3.3647
C -6.4380 2.3258 -4.2225
C -6.3337 1.1184 -4.8395
C -5.2711 0.2428 -4.6852
C -4.2723 0.6070 -3.8228
C -4.3595 1.8168 -3.1659
C -3.2344 2.1356 -2.2245
C -3.2712 1.5707 -0.9735
C -2.2665 1.7734 -0.0541
C -1.2095 2.5620 -0.4434
C -1.1816 3.1385 -1.6840
C -2.1792 2.9406 -2.6063
C -5.4526 -0.9954 -5.5302
O -4.6580 -1.8938 -5.6478
N -6.7159 -0.8452 -6.1729
C -7.2619 0.4343 -5.8077
O -8.3327 0.7649 -6.2523
H -5.7364 3.9229 -1.5970
H -4.4770 4.5439 -2.7315
H -7.3084 2.9434 -4.4221
H -3.4155 -0.0398 -3.6593
H -4.0944 0.9281 -0.6697
H -2.2991 1.2984 0.9193
H -0.3871 2.7187 0.2477
H -0.3276 3.7493 -1.9654
H -2.1546 3.3692 -3.6018
H -6.4909 -0.9168 -7.1639
C 2.6618 0.8034 0.0911
O 1.3780 0.2386 -0.1007
C 1.3586 -1.1736 -0.2099
C 1.4063 -1.9221 1.1316
C 2.7883 -1.9408 1.7763
N 0.4429 -1.3752 2.0935
H 3.4372 0.2461 -0.4416
H 2.9047 0.8620 1.1547
H 2.6385 1.8228 -0.2967
H 0.4070 -1.4128 -0.6930
H 2.1499 -1.5175 -0.8884
H 1.1300 -2.9611 0.9290
H 3.0388 -0.9929 2.2529
H 2.8309 -2.7044 2.5523
H 3.5640 -2.1717 1.0429
H -0.4932 -1.4583 1.7057
H 0.5985 -0.3711 2.1413
C 4.5568 -1.7718 4.7680
O 5.0263 -2.9524 4.1433
C 6.4059 -2.9545 3.8269
C 7.3350 -3.2989 5.0023
C 7.5136 -2.1565 5.9974
N 6.8800 -4.4902 5.7259
H 5.0716 -0.8795 4.3995
H 4.6595 -1.8463 5.8529
H 3.4948 -1.6762 4.5445
H 6.5270 -3.7310 3.0663
H 6.6937 -2.0055 3.3552
H 8.3202 -3.5162 4.5788
H 6.6549 -2.0441 6.6589
H 8.3792 -2.3450 6.6332
H 7.6790 -1.2070 5.4838
H 6.8603 -5.2784 5.0845
H 5.9019 -4.3466 5.9645
*
```

Mulliken population analysis, charges in e, atoms 1 to 2:
1 O -0.50
2 C 0.35

---

[9]
DFT (ωB97M-V/def2-TZVPD) results for C5H6N2 as an isolated structure.

Summary:
- HOMO-LUMO gap: 8.87 eV
- E_tot: -8258.6287 eV
- Energy above the lowest of the compared OMol25 structures with the same formula, charge and spin: 359.9 kJ/mol
- HOMO: -8.09 eV

```
! wB97M-V def2-TZVPD RIJCOSX def2/J DEFGRID3
* xyz 0 1
C -0.3137 1.5909 -0.6538
C -0.9176 0.1722 -1.2240
C 0.3029 -1.4400 0.5209
C 1.0925 -0.9802 1.5574
C 0.6125 0.5574 0.2368
H 0.1681 2.0622 -1.3846
H -1.0431 2.2429 -0.0443
H -0.7459 -0.0260 -2.3043
H -1.9979 0.0890 -0.8027
H -0.2381 -2.4261 0.5723
H 1.6144 -1.6396 2.3559
N -0.0351 -0.5036 -0.1969
N 1.5009 0.3008 1.3674
*
```

Mulliken population analysis, charges in e, atoms 1 to 2:
1 C -0.49
2 C -0.46

---

[10]
DFT (ωB97M-V/def2-TZVPD) results for one molecule with the formula C4H9BO.

Summary:
- HOMO-LUMO gap: 10.93 eV
- E_tot: -7017.6087 eV
- Energy above the lowest of the compared OMol25 structures with the same formula, charge and spin: 86.0 kJ/mol
- HOMO: -10.50 eV

```
! wB97M-V def2-TZVPD RIJCOSX def2/J DEFGRID3
* xyz 0 1
B 0.2611 0.3934 0.3097
C 0.4427 1.4144 1.3814
C -1.3928 0.2832 0.4959
C 1.0283 -0.8901 1.0216
C 0.7193 0.6432 -1.2354
O 0.4130 1.9790 2.3734
H -1.7297 0.2558 1.5304
H -1.6953 -0.6528 0.0325
H -1.9051 1.0977 -0.0108
H 2.1091 -0.7746 1.0028
H 0.7791 -1.7776 0.4476
H 0.7240 -1.0674 2.0494
H 1.7962 0.7529 -1.3299
H 0.4231 -0.2014 -1.8517
H 0.2541 1.5320 -1.6542
*
```

Mulliken population analysis, charges in e, atoms 1 to 2:
1 B -0.07
2 C 0.77

---

[11]
DFT (ωB97M-V/def2-TZVPD) results for a 2-piece molecular cluster, C3H8N2O2 overall.

Summary:
- HOMO-LUMO gap: 7.88 eV
- E_tot: -10309.8065 eV
- Energy above the lowest of the compared OMol25 structures with the same formula, charge and spin: 689.5 kJ/mol
- HOMO: -7.27 eV

```
! wB97M-V def2-TZVPD RIJCOSX def2/J DEFGRID3
* xyz 0 1
C -0.5612 0.8140 -0.4488
C -2.2248 -0.5060 0.3157
C 1.1671 -0.8625 -0.6390
N 1.5935 1.0467 0.6927
N 0.6312 0.4042 -0.1790
O -3.3781 -0.2298 -0.2712
O 1.5125 -1.6936 0.4220
H -0.7879 1.7993 -0.0294
H -1.9789 -1.5511 0.0591
H 0.3979 -1.3635 -1.2327
H 2.0522 -0.6487 -1.2712
H 2.0958 1.7705 0.1773
H 1.0890 1.4897 1.4590
H -3.6346 0.6916 -0.1005
H 2.0264 -1.1607 1.0462
*
```

Mulliken population analysis, charges in e, atoms 1 to 2:
1 C -0.47
2 C -0.18

---

[12]
DFT (ωB97M-V/def2-TZVPD) results for one molecule with the formula C7H8.

Summary:
- HOMO-LUMO gap: 10.51 eV
- E_tot: -7384.6723 eV
- SMILES string: C#CC(C)(C)C#C
- Energy above the lowest of the compared OMol25 structures with the same formula, charge and spin: 393.2 kJ/mol
- HOMO: -9.60 eV

```
! wB97M-V def2-TZVPD RIJCOSX def2/J DEFGRID3
* xyz 0 1
C 2.1645 -1.2235 0.3896
C 1.0316 -0.8217 0.3193
C -0.2012 -0.0374 0.0622
C -1.0408 -0.6916 -1.0514
C -1.0496 0.1526 1.3326
C 0.4034 1.2279 -0.4229
C 1.1505 2.0800 -0.8303
H 3.1975 -1.4904 0.4109
H -0.4361 -0.8294 -1.9511
H -1.8985 -0.0570 -1.2986
H -1.4104 -1.6679 -0.7210
H -1.4264 -0.8160 1.6790
H -0.4638 0.6052 2.1367
H -1.9083 0.7985 1.1194
H 1.8876 2.7707 -1.1745
*
```

Mulliken population analysis, charges in e, atoms 1 to 2:
1 C 0.00
2 C -1.11